(1)
Molecular formula: C5H15GdNO2P
Method: DFT, ωB97M-V/def2-TZVPD

Calculated values
- Multiplicity: 8
- Net charge: +2
- Gap between HOMO and LUMO (spin up / spin down): 3.031 / 5.009 eV
- DFT total energy: -41111.7372 eV
- HOMO level (spin up / spin down): -13.895 / -14.412 eV

Last column: Löwdin charge in e.
Element x y z (Å)
1 N 2.613 -1.088 0.385  0.108
2 C 2.626 0.209 -0.247  -0.471
3 C 1.530 1.136 0.258  -0.167
4 C 0.215 1.045 -0.525  -0.102
5 C -0.851 0.207 0.147  -0.420
6 C -2.167 0.985 0.490  -0.236
7 O -3.102 0.016 0.633  -0.300
8 P -2.717 -1.562 -0.054  0.588
9 O -1.309 -0.801 -0.664  -0.304
10 H 3.371 -1.204 1.041  0.110
11 H 2.690 -1.842 -0.282  0.110
12 H 2.554 0.116 -1.346  0.085
13 H 3.599 0.704 -0.033  -0.148
14 H 1.872 2.172 0.208  0.097
15 H 1.393 0.905 1.305  0.139
16 H -0.163 2.044 -0.697  0.126
17 H 0.372 0.606 -1.504  0.125
18 H -0.547 -0.233 1.110  0.143
19 H -2.115 1.598 1.379  0.133
20 H -2.393 1.571 -0.405  0.130
21 H -4.009 -2.001 0.495  0.057
22 H -2.258 -1.888 1.315  0.105
23 H -2.114 -2.816 -0.419  0.029
24 H -3.471 -1.502 -1.303  0.077
25 Gd 4.384 1.623 -1.287  1.984


(2)
Molecular formula: C6H13N2O
Method: DFT, ωB97M-V/def2-TZVPD

Calculated values
- Multiplicity: 1
- Net charge: +1
- Gap between HOMO and LUMO: 8.881 eV
- Relative energy (zero: lowest compared OMol25 entry of this formula, charge and spin): 452.8 kJ/mol
- SMILES string: C=[N+]([O-])[C@@H](C)/[N+](C)=C\C
- DFT total energy: -11450.0216 eV
- HOMO level: -13.032 eV

Last column: natural (NBO) charge in e.
Element x y z (Å)
1 C 2.659 0.172 0.863  -0.183
2 C 0.380 0.746 0.195  0.064
3 C -1.270 -1.022 -0.325  0.375
4 C 0.519 1.578 -1.111  -0.641
5 C -0.814 -1.692 -1.558  -0.679
6 C -1.673 0.328 1.563  -0.418
7 N -0.921 0.052 0.330  -0.317
8 N 1.519 -0.276 0.460  0.114
9 O 1.195 -1.463 0.318  -0.514
10 H 3.326 -0.653 1.019  0.229
11 H 3.023 1.186 1.176  0.238
12 H 0.467 1.598 0.955  0.249
13 H -2.257 -1.439 0.028  0.221
14 H 0.078 0.995 -1.909  0.224
15 H 1.522 1.898 -1.302  0.257
16 H 0.186 2.603 -1.023  0.253
17 H -0.045 -1.234 -1.997  0.239
18 H -1.771 -1.867 -2.077  0.264
19 H -0.454 -2.737 -1.254  0.308
20 H -2.662 -0.287 1.610  0.241
21 H -1.105 0.106 2.478  0.242
22 H -1.905 1.407 1.562  0.233


(3)
Molecular formula: C24H8ClF4N5O3SW
Method: DFT, ωB97M-V/def2-TZVPD

Calculated values
- Multiplicity: 1
- Net charge: +2
- Gap between HOMO and LUMO (spin up / spin down): 4.804 / 4.596 eV
- DFT total energy: -74641.2656 eV
- HOMO level (spin up / spin down): -14.354 / -14.325 eV

Last column: natural (NBO) charge in e.
Element x y z (Å)
1 W -0.497 -0.740 0.751  1.580
2 O -0.298 -2.558 1.286  -0.472
3 N -0.053 -3.653 0.528  0.002
4 C -0.100 -4.889 1.069  0.049
5 C 0.091 -5.988 0.271  -0.218
6 C 0.374 -5.814 -1.089  -0.085
7 C 0.449 -4.538 -1.611  -0.217
8 C 0.217 -3.434 -0.788  0.059
9 S 0.244 -1.787 -1.333  0.017
10 H -0.294 -4.942 2.133  0.267
11 H 0.022 -6.974 0.702  0.272
12 H 0.532 -6.675 -1.721  0.264
13 H 0.683 -4.356 -2.649  0.268
14 F 1.648 0.519 0.462  -0.335
15 C 2.044 1.878 0.382  0.345
16 C 2.864 2.193 -0.673  0.437
17 F 3.204 1.215 -1.505  -0.246
18 C 3.331 3.520 -0.874  -0.165
19 C 2.820 4.486 0.037  0.427
20 C 1.998 4.147 1.099  0.373
21 F 1.582 5.103 1.910  -0.249
22 C 1.597 2.812 1.342  0.008
23 C 0.792 2.444 2.481  -0.337
24 C 0.374 1.174 2.593  0.550
25 N -0.041 0.058 2.481  -0.523
26 C 0.379 3.352 3.495  0.217
27 N -0.008 4.026 4.331  -0.156
28 F 3.158 5.751 -0.112  -0.235
29 C 4.249 3.848 -1.894  0.043
30 C 4.894 2.869 -2.669  0.185
31 N 5.472 2.083 -3.273  -0.070
32 C 4.641 5.168 -2.184  0.178
33 N 4.985 6.226 -2.465  -0.046
34 Cl -5.799 -3.329 -0.274  0.109
35 C -4.794 -1.954 -0.240  -0.011
36 C -3.582 -2.001 0.457  -0.223
37 C -2.731 -0.886 0.469  -0.229
38 C -3.149 0.301 -0.218  -0.183
39 C -4.381 0.350 -0.857  -0.118
40 C -5.202 -0.766 -0.857  -0.178
41 C -2.141 1.403 -0.295  0.772
42 O -2.310 2.550 -0.562  -0.448
43 O -0.916 0.863 -0.017  -0.679
44 H -3.342 -2.890 1.027  0.243
45 H -2.150 -0.708 1.539  0.232
46 H -4.688 1.261 -1.352  0.264
47 H -6.171 -0.717 -1.329  0.261


(4)
Molecular formula: C29H30B3N4O12P
Method: DFT, ωB97M-V/def2-TZVPD

Calculated values
- Multiplicity: 1
- Net charge: 0
- Gap between HOMO and LUMO: 8.612 eV
- DFT total energy: -72401.3497 eV
- HOMO level: -9.399 eV

Last column: Löwdin charge in e.
Element x y z (Å)
1 C 2.033 0.229 0.053  0.119
2 C 1.014 -0.128 -0.439  -0.130
3 C -0.331 -0.355 -0.978  -0.189
4 C -1.368 -0.418 0.171  -0.179
5 C -1.477 -1.867 0.698  -0.042
6 B -0.480 -2.165 1.867  -0.545
7 O 0.088 -1.132 2.627  0.233
8 B 0.301 -1.671 3.900  -0.303
9 O 1.291 -2.640 3.975  0.253
10 B 1.213 -3.316 2.777  -0.577
11 P 2.761 -3.986 1.831  0.781
12 O 3.486 -5.082 2.550  -0.480
13 O -0.069 -3.457 2.237  0.242
14 H 2.845 0.720 0.519  0.026
15 H -0.594 0.499 -1.608  0.085
16 H -0.331 -1.275 -1.559  0.116
17 H -2.340 -0.149 -0.237  0.083
18 H -1.056 0.286 0.938  0.116
19 H -2.505 -2.053 1.050  0.089
20 H -1.252 -2.550 -0.122  0.119
21 H -0.390 -1.355 4.807  0.126
22 H 2.357 -4.403 0.538  0.017
23 H 3.623 -2.896 1.629  -0.012
24 C -4.372 4.718 -1.941  -0.070
25 C -5.215 3.922 -2.705  -0.067
26 C -4.729 2.772 -3.305  -0.004
27 C -3.400 2.434 -3.125  -0.143
28 C -2.545 3.220 -2.373  0.006
29 C -3.038 4.369 -1.779  -0.059
30 N -2.884 1.204 -3.739  -0.334
31 O -3.646 0.539 -4.412  0.088
32 O -1.718 0.921 -3.530  0.048
33 H -4.756 5.614 -1.470  0.107
34 H -6.254 4.197 -2.832  0.107
35 H -5.384 2.153 -3.900  0.119
36 H -1.507 2.947 -2.245  0.117
37 H -2.382 4.992 -1.186  0.111
38 C 2.924 -0.255 -6.459  -0.072
39 C 1.747 0.020 -5.776  -0.059
40 C 1.672 1.124 -4.942  0.001
41 C 2.778 1.941 -4.807  -0.144
42 C 3.961 1.678 -5.474  -0.005
43 C 4.031 0.571 -6.305  -0.068
44 N 2.689 3.126 -3.940  -0.350
45 O 1.641 3.320 -3.353  0.067
46 O 3.666 3.845 -3.863  0.076
47 H 2.980 -1.115 -7.113  0.106
48 H 0.886 -0.624 -5.894  0.110
49 H 0.755 1.336 -4.411  0.102
50 H 4.819 2.322 -5.356  0.118
51 H 4.948 0.354 -6.835  0.107
52 C -7.731 -2.092 3.920  -0.069
53 C -7.297 -0.777 3.822  -0.064
54 C -6.324 -0.434 2.898  -0.002
55 C -5.800 -1.419 2.079  -0.141
56 C -6.216 -2.735 2.169  0.000
57 C -7.188 -3.070 3.098  -0.063
58 N -4.784 -1.055 1.082  -0.330
59 O -4.421 0.103 1.040  0.089
60 O -4.364 -1.940 0.357  0.060
61 H -8.495 -2.356 4.640  0.108
62 H -7.720 -0.017 4.465  0.109
63 H -5.986 0.589 2.822  0.119
64 H -5.796 -3.495 1.527  0.121
65 H -7.525 -4.095 3.178  0.109
66 C 7.330 0.404 5.211  -0.071
67 C 6.489 -0.685 5.021  -0.061
68 C 5.989 -0.964 3.760  0.004
69 C 6.345 -0.146 2.702  -0.144
70 C 7.177 0.946 2.875  -0.004
71 C 7.670 1.220 4.140  -0.066
72 N 5.835 -0.452 1.358  -0.340
73 O 5.088 -1.407 1.246  0.027
74 O 6.186 0.261 0.440  0.085
75 H 7.723 0.616 6.196  0.107
76 H 6.225 -1.319 5.856  0.110
77 H 5.335 -1.811 3.613  0.119
78 H 7.443 1.579 2.040  0.120
79 H 8.323 2.068 4.290  0.108